(1)
C12H23CeN2O2P2Se as an isolated structure at a distorted geometry, computed with the ωB97M-V functional and the def2-TZVPD basis.

For the total energy, the calculation gives -4289.8245 Ha. As for the charge: +2. The energy above the lowest of the compared OMol25 structures with the same formula, charge and spin comes out at 0.000 eV. As for the HOMO-LUMO gap (alpha / beta): 6.8399 / 6.8632 eV. Its spin multiplicity is 2.

Positions of all 43 atoms, in Å:
Ce (0.78963, -0.03307, -0.95508)
Se (-1.28462, -4.67158, -0.00359)
P (2.56461, 0.21051, 1.29186)
P (-2.08143, 0.27622, -1.36169)
O (0.98799, 1.45814, -2.97814)
O (2.93270, 0.23848, -2.28501)
N (0.10756, -2.14749, -0.57416)
N (0.05167, 1.78942, 0.55137)
C (0.00710, 3.24106, 2.46143)
C (0.51754, 2.14026, 1.78134)
C (-0.45808, -3.19055, -0.33676)
C (3.27320, -0.98079, 2.46843)
C (-3.10003, 0.27854, -2.87454)
C (-1.45783, 2.03368, -1.34238)
C (1.59754, 1.30049, 2.43091)
C (-0.98807, 4.01895, 1.87530)
C (-3.37893, 0.28565, -0.07896)
C (3.99986, 1.30043, 0.96965)
C (-1.47367, 3.65033, 0.62374)
C (-0.95630, 2.51999, -0.00165)
H (2.57964, -0.65105, -2.60849)
H (1.14596, 0.63860, 3.19311)
H (-4.05989, 0.78529, -2.69661)
H (-2.56521, 0.76488, -3.70195)
H (-2.28751, 2.65349, -1.71052)
H (3.63682, -1.84467, 1.89480)
H (-4.32494, 0.67126, -0.48628)
H (0.87362, 2.34711, -3.36871)
H (2.30554, 1.96415, 2.95531)
H (4.70904, 0.79609, 0.29716)
H (4.51099, 1.52571, 1.91659)
H (2.03702, 1.23768, -2.96463)
H (-3.07543, 0.88478, 0.78903)
H (-0.56949, 2.06275, -2.13733)
H (-3.29083, -0.76888, -3.14949)
H (0.42036, 3.47300, 3.44452)
H (3.67667, 2.24266, 0.50556)
H (-1.38002, 4.89596, 2.38894)
H (2.49663, -1.33023, 3.16284)
H (3.84708, 0.04230, -1.98002)
H (-3.52347, -0.75479, 0.24842)
H (-2.25871, 4.21350, 0.11673)
H (4.10982, -0.54887, 3.03652)

***

(2)
C49H139AgN8O18 as an isolated structure at a distorted geometry, computed with the ωB97M-V functional and the def2-TZVPD basis.

For the total energy, the calculation gives -3888.6475 Ha. As for the charge: +2. As for the HOMO-LUMO gap (alpha / beta): 7.6884 / 1.7250 eV. Its spin multiplicity is 3.

Positions of all 215 atoms, in Å:
Ag (4.82016, -1.49040, -1.13875)
O (3.18284, 1.65912, -0.51424)
O (1.54201, 2.95723, 3.65949)
O (5.44750, -3.71139, 5.42007)
O (-5.39072, -2.64557, -0.21521)
O (-1.56327, 4.72073, -5.18264)
O (2.03392, -3.78093, -4.32718)
O (5.68909, -0.91429, 6.07959)
O (1.67405, 1.22233, -5.94609)
O (4.86930, -3.13727, 0.43080)
O (4.96316, -0.13015, 0.51937)
O (4.14353, -0.16110, -3.01979)
O (-6.24075, 1.39092, -0.67124)
O (-1.13326, -2.99884, 6.58965)
O (2.45942, -1.36045, -0.91621)
O (-0.78621, 6.38407, 5.08604)
O (2.32240, -4.07772, 0.82275)
O (-2.89122, -1.10500, -5.65429)
O (0.67682, -6.63786, -3.48949)
N (-5.94003, -3.67206, -2.86695)
N (-4.39198, 2.08609, -2.65957)
N (0.39307, 5.43270, -2.11034)
N (5.46599, 0.31788, 3.35955)
N (0.37792, -1.33376, 8.57066)
N (-2.98563, 6.26566, 3.10826)
N (1.31052, -0.47360, -0.60687)
N (1.27147, -1.56621, -6.34453)
C (2.01628, -0.80478, 6.97355)
C (2.88211, 2.49310, 5.66504)
C (-5.67204, 2.74849, -2.52351)
C (2.13109, -1.58129, -8.54313)
C (4.09479, -4.18196, 5.46616)
C (0.77086, 0.44167, -2.89935)
C (-2.07027, -2.76222, 5.46892)
C (-1.55590, 5.27970, 1.49699)
C (6.11695, -1.28271, 7.38657)
C (-2.42186, -0.03460, -7.76803)
C (1.56771, 3.02684, 5.02716)
C (2.10746, -0.73364, -7.21992)
C (0.39480, 2.20471, 5.56615)
C (1.17969, 2.52767, -5.71788)
C (0.50103, -1.23192, 7.11746)
C (0.28444, -0.47286, -1.68592)
C (-1.64802, 5.14182, -6.59629)
C (-2.58435, 1.12272, -5.54854)
C (-5.96557, 3.35518, -3.87231)
C (6.81760, -0.78067, 5.19561)
C (-0.59559, 4.76119, -2.95384)
C (-0.76382, 5.55028, -4.30991)
C (-7.00781, 1.67663, 0.47957)
C (3.12506, -3.44609, 4.55791)
C (-1.44604, -7.48493, -3.71517)
C (0.19437, 0.86211, 1.01244)
C (2.07436, -0.68111, 1.87802)
C (7.70928, -0.55574, 2.81545)
C (-0.10778, -1.69075, 1.13023)
C (-7.00426, -4.88922, -1.07640)
C (-0.97908, -5.47151, -2.20062)
C (0.16258, -2.46761, 6.36141)
C (0.19342, 7.32890, 5.58015)
C (-4.67839, -1.53183, 0.23231)
C (-0.30936, -1.90331, -2.17783)
C (-1.06656, 0.25847, -1.18123)
C (-0.76389, 1.33201, -0.11600)
C (-6.95607, -3.56857, -1.80344)
C (0.91495, -0.58766, 0.87324)
C (-0.54311, 6.25330, 3.67899)
C (-6.57928, -2.33037, -0.90643)
C (-0.44294, -6.84251, -2.72560)
C (4.12083, -5.64859, 5.19319)
C (-6.74547, 1.99979, -1.89304)
C (-2.14491, -0.15349, -6.28091)
C (1.47825, 0.67815, -7.28939)
C (-1.89695, 4.67221, -2.21378)
C (6.48925, -0.71445, 3.66384)
C (-1.73220, 5.44437, 3.09050)
H (2.83591, -1.02986, -9.16543)
H (0.22486, 5.59947, -4.76620)
H (-2.89972, -3.45502, 5.61082)
H (4.95171, -6.16741, 5.67126)
H (0.38784, 2.33126, 6.64875)
H (3.80974, 2.99519, 5.39022)
H (-1.78225, -0.43979, -0.74725)
H (-1.92523, 3.97119, -1.37959)
H (-0.11231, -7.47854, -1.90447)
H (0.83156, -3.31194, 6.52779)
H (-2.04086, 5.69507, -1.86572)
H (6.69667, -2.20511, 7.35202)
H (2.92865, 1.41398, 5.51865)
H (-2.91769, 7.07446, 2.50715)
H (-0.47295, 7.21213, 3.16536)
H (-6.57390, 1.14209, 1.32460)
H (2.00670, 1.29591, -8.01550)
H (0.96213, 1.58828, 1.27949)
H (4.56207, 0.73893, 0.51140)
H (0.30054, 8.25378, 5.01339)
H (3.11971, -0.63438, -6.82800)
H (-5.21074, -0.88635, 0.93092)
H (-1.41883, -7.03279, -4.70660)
H (-1.94057, 4.46576, 3.52295)
H (-5.49910, 3.63443, -1.91253)
H (1.17789, -1.72715, -9.05130)
H (-7.04633, -5.84377, -1.60096)
H (4.67038, 0.11245, 3.94683)
H (-0.55842, 2.51134, 5.13551)
H (-7.92859, -3.43972, -2.27851)
H (0.44083, 4.95707, -1.22062)
H (8.29211, 0.35169, 2.97353)
H (-5.26625, 4.13704, -4.16856)
H (0.25720, -2.31501, 5.28630)
H (-2.16667, 1.31002, -4.55932)
H (5.20168, -0.27600, 1.43483)
H (-2.77491, 4.41674, -2.80708)
H (1.17265, -3.65512, -4.72545)
H (2.29364, 0.18163, 7.34528)
H (-7.57986, 2.65663, -1.64718)
H (-0.26004, -2.00448, 2.16294)
H (1.95465, -2.11751, -5.84510)
H (-4.30576, 1.50663, -1.83684)
H (2.95392, 1.16474, -1.30127)
H (-0.55234, 0.75931, 1.79980)
H (8.52701, -1.25955, 2.97054)
H (0.38762, 1.11734, 5.49081)
H (3.21011, -0.00794, -2.87317)
H (-1.48213, -8.56674, -3.84355)
H (-1.34560, -4.91054, -3.06032)
H (-0.59986, -2.62753, -1.41677)
H (-5.08462, -3.64644, -2.33057)
H (4.13731, -3.73191, 0.59457)
H (-6.08853, -4.89097, -0.48519)
H (2.67112, -1.55803, 7.41161)
H (3.16791, -6.09275, 5.48086)
H (-7.28027, 2.70589, 0.71302)
H (2.06045, -3.61689, 4.71766)
H (-7.77091, -4.88356, -0.30160)
H (2.90016, -1.38567, 1.77931)
H (5.51287, -2.76358, 5.55784)
H (5.33022, -1.43779, 8.12488)
H (-1.17128, 6.54637, -4.13707)
H (2.05124, 2.19588, 3.37203)
H (5.72081, 1.26415, 3.60396)
H (-2.18744, -0.97378, -8.26911)
H (3.82592, -4.03837, 6.51267)
H (-4.29720, 1.48290, -3.46410)
H (-1.88750, -5.50465, -1.59914)
H (3.31685, -3.58025, 3.49334)
H (-0.21024, 2.11591, -0.63277)
H (1.55274, 3.22499, -6.46800)
H (2.04392, -4.70079, -4.06261)
H (1.61606, 2.86718, -4.77851)
H (1.25918, -1.63526, 8.96128)
H (7.56707, -1.55107, 5.37690)
H (2.52214, 0.31237, 1.90278)
H (-1.67193, 6.16785, 0.87584)
H (-0.98837, -1.80460, -3.02477)
H (-0.54571, 4.99997, 1.19804)
H (2.30778, -0.72063, 5.92663)
H (-0.67012, 5.03623, -7.06603)
H (1.54494, 0.12883, -3.60009)
H (-1.96512, 6.17539, -6.73518)
H (4.16850, -5.88291, 4.12974)
H (-2.26364, 4.55403, -7.27719)
H (-8.00394, 1.24331, 0.38978)
H (-1.09118, -0.18864, -6.00427)
H (1.24948, -7.37719, -3.27258)
H (-4.40639, -0.89717, -0.61108)
H (0.82139, -0.99148, -5.64652)
H (-0.16674, 3.76842, -3.09016)
H (-3.47677, 0.15744, -7.96397)
H (2.50916, -2.59921, -8.44828)
H (5.54799, -3.41725, 1.04498)
H (-3.71365, -1.81127, 0.65574)
H (-0.19656, -2.14123, 8.76579)
H (-6.36460, -1.45050, -1.51293)
H (3.21086, -2.39165, 4.82036)
H (-7.31942, 1.30662, -2.50801)
H (-0.17237, 7.58301, 6.57500)
H (-0.17603, -0.43564, 6.80820)
H (4.35522, 0.36646, -3.78992)
H (-2.49688, -7.33808, -3.46563)
H (-3.05313, 6.69642, 4.01930)
H (-2.71000, -0.91880, -4.73013)
H (0.18313, -2.63066, 0.66115)
H (-6.89056, 3.92495, -3.78359)
H (7.57160, -0.59682, 1.73496)
H (-1.60124, 1.88898, 0.30440)
H (1.36685, 4.05831, 5.31666)
H (6.79285, -0.49427, 7.71766)
H (1.19534, 6.92207, 5.71705)
H (7.34194, 0.16832, 5.30782)
H (-6.13173, 2.63422, -4.67275)
H (1.11007, 1.37886, -2.45809)
H (1.41548, -4.36863, 0.91822)
H (-0.18501, -4.93505, -1.68123)
H (6.08403, -1.66369, 3.31334)
H (2.34356, 1.83587, -0.08927)
H (-1.82578, 0.70381, -8.30426)
H (-0.10521, 0.75146, -3.46913)
H (-7.42513, -1.94191, -0.33922)
H (-2.26716, 2.03479, -6.05412)
H (1.64846, -0.83991, 2.86872)
H (-1.77082, -2.93576, 4.43533)
H (2.93550, 2.59997, 6.74847)
H (0.46418, 0.63038, -7.68621)
H (2.26360, -3.27458, 0.30531)
H (0.09240, 2.46519, -5.76261)
H (1.30961, 5.33394, -2.52302)
H (-1.52716, 0.83211, -1.98552)
H (-2.25768, 4.54559, 1.10114)
H (-5.86726, -4.61127, -3.23122)
H (-3.66365, 1.24735, -5.63611)
H (0.33533, 5.66672, 3.40996)
H (-1.09500, -1.51700, 0.70209)
H (0.57422, -2.39191, -2.58853)
H (-2.41876, -1.72980, 5.49648)

***

(3)
A 2-piece molecular cluster, C6H7Cl2N2O2S overall at a distorted geometry, computed with the ωB97M-V functional and the def2-TZVPD basis.

For the total energy, the calculation gives -1811.0073 Ha. As for the charge: +1. The energy above the lowest of the compared OMol25 structures with the same formula, charge and spin comes out at 2.790 eV. As for the HOMO-LUMO gap (alpha / beta): 7.6960 / 6.4079 eV.

Positions of all 20 atoms, in Å:
Cl (-2.48835, -0.22345, 0.07449)
Cl (-0.10952, -0.65735, -4.78682)
S (0.91967, 1.66010, 2.34822)
O (-0.32757, 1.93213, 2.99307)
O (1.89928, 2.66655, 2.09772)
N (-2.04023, -1.30974, -2.63951)
N (1.04387, 1.00900, -1.30937)
C (-0.02329, 0.73239, -0.49429)
C (0.07299, -0.24240, -3.07600)
C (1.09962, 0.52203, -2.54137)
C (-1.05690, -0.02904, -0.95187)
C (-0.98851, -0.58872, -2.20640)
C (1.47982, -0.08002, 2.82420)
H (1.78772, -0.41756, 1.84787)
H (0.71439, -0.76658, 3.29548)
H (1.91695, 1.05707, -3.11937)
H (-2.89404, -1.45664, -2.11574)
H (2.47247, 0.07914, 3.43141)
H (1.77090, 1.67044, -1.01458)
H (-2.22141, -1.49566, -3.63560)

***

(4)
C44H40BN4OP2S3Se2Te2Ti as an isolated structure at a distorted geometry, computed with the ωB97M-V functional and the def2-TZVPD basis.

For the total energy, the calculation gives -10085.6398 Ha. As for the HOMO-LUMO gap (alpha / beta): 6.0044 / 5.9753 eV. Its spin multiplicity is 2.

Positions of all 100 atoms, in Å:
Te (0.91071, 4.16523, 3.57096)
Te (-1.41650, 3.60526, 2.31805)
Se (-0.37638, 3.35383, 0.04933)
Se (2.24259, 2.12358, 2.93426)
Ti (1.20023, 1.56342, 0.69320)
S (3.11405, 2.61623, -0.47445)
S (-0.27277, -0.82528, 1.62679)
S (0.94297, -0.03345, -1.30872)
P (-2.83307, 0.20264, -0.30041)
P (2.58726, -0.87681, 1.29687)
O (-0.28400, 0.71261, 1.57116)
N (0.64327, 1.35929, -3.68777)
N (1.71252, 3.54467, -2.67420)
N (2.22920, 5.06783, -1.19964)
N (-0.31750, -0.60982, -3.61078)
C (5.15179, -1.97625, 1.74147)
C (-4.48651, -2.47993, 2.33709)
C (-4.73939, 1.65639, 1.27837)
C (-5.08916, -1.23133, -3.48481)
C (1.52201, -4.70593, 0.14508)
C (2.77273, 5.68751, -0.00791)
C (-5.04500, 3.59653, -0.68240)
C (-0.52921, -1.99680, -3.24255)
C (7.13504, -0.64161, 2.01200)
C (0.01360, -1.06127, 4.43671)
C (-0.00660, 1.13898, -4.89087)
C (-4.08331, 1.50015, 0.05954)
C (0.43533, 0.28160, -2.91011)
C (0.82730, -1.27364, 5.53779)
C (-5.55238, 2.76068, 1.50675)
C (-3.03655, -0.92419, 1.15719)
C (-3.87781, -3.07505, -2.55548)
C (2.32975, 3.75529, -1.49886)
C (3.01380, -3.80211, -1.50554)
C (-0.59424, -0.07174, -4.85690)
C (4.39642, -0.81837, 1.54278)
C (-4.29335, -1.48851, 1.39397)
C (3.10546, -2.62665, -0.78019)
C (-4.58380, -0.39716, -2.49510)
C (6.39340, 0.50966, 1.80103)
C (1.20713, 4.75560, -3.10607)
C (-5.71227, 3.72777, 0.52820)
C (0.57521, -1.11342, 3.17298)
C (-3.35872, -2.23760, -1.57903)
C (6.51385, -1.88483, 1.97615)
C (-4.73717, -2.57186, -3.52235)
C (-3.71024, -0.88413, -1.52384)
C (2.41775, -2.48360, 0.42590)
C (-4.22431, 2.50306, -0.90505)
C (2.22215, -4.84700, -1.04237)
C (5.02709, 0.42293, 1.56399)
C (-1.96642, -1.36798, 1.95318)
C (-3.40430, -2.96758, 3.04886)
C (2.18345, -1.50446, 5.36899)
C (1.52620, 5.70198, -2.20122)
C (1.95983, -1.26158, 2.98788)
C (-2.14901, -2.42558, 2.84790)
C (2.75583, -1.46160, 4.10531)
C (1.61939, -3.52800, 0.87791)
B (1.90746, 2.30725, -3.60778)
H (0.01799, 1.87031, -5.68032)
H (0.39923, -1.25074, 6.53135)
H (2.80962, -1.67981, 6.23444)
H (2.82424, 1.65489, -3.19537)
H (4.45828, 1.32758, 1.39771)
H (-4.61659, 0.92559, 2.06555)
H (-4.89919, 0.63657, -2.47332)
H (2.06926, 2.73760, -4.72487)
H (-1.03464, -0.82861, 4.56595)
H (0.90406, -5.51728, 0.51044)
H (3.70673, -1.80510, -1.15066)
H (3.84848, 5.83121, -0.10833)
H (-1.19120, -0.59952, -5.58127)
H (1.29293, 6.75134, -2.15957)
H (1.08155, -3.44152, 1.81448)
H (-5.13601, 4.36347, -1.44136)
H (3.55475, -3.90624, -2.43780)
H (-1.30800, -2.83100, 3.39009)
H (0.25205, -2.62255, -3.67754)
H (0.66757, 4.83989, -4.03326)
H (2.16123, -5.77393, -1.59953)
H (6.87310, 1.47999, 1.81228)
H (7.09500, -2.78628, 2.12706)
H (4.67402, -2.94779, 1.70870)
H (-2.67669, -2.65032, -0.84382)
H (2.28565, 6.64668, 0.14496)
H (-5.12559, -1.15880, 0.78514)
H (3.82745, -1.55414, 3.99454)
H (-5.12572, -3.22134, -4.29741)
H (-6.33087, 4.59637, 0.71594)
H (-5.47331, -2.89817, 2.49309)
H (-0.47958, -2.08679, -2.16090)
H (-1.50175, -2.32542, -3.59983)
H (-5.76801, -0.83073, -4.22798)
H (2.58778, 5.04324, 0.84730)
H (-3.65252, 2.44693, -1.82387)
H (-3.60652, -4.12449, -2.55955)
H (-3.53307, -3.77399, 3.75933)
H (8.19931, -0.57404, 2.20064)
H (-6.04582, 2.87207, 2.46434)